The following is a DFT calculation (ωB97M-V/def2-TZVPD) of C28H18Cl2MnNO2P as an isolated structure.

LUMO (spin up / spin down) ... -6.8 / -7.8 eV
E_HOMO (spin up / spin down) ... -14.00 / -14.57 eV
Kohn-Sham gap (spin up / spin down) ... 7.160 / 6.754 eV
Spin multiplicity ... 4
Total charge ... +2
Energy relative to the best compared isomer or geometry (same formula, charge and spin) ... 84.8 kcal per mole

Last column: Mulliken spin population.
CARTESIAN COORDINATES (ANGSTROEM)
Mn: -0.253 -0.978 0.715  2.41
O: 1.583 -1.708 0.361  -0.13
C: 1.548 -0.807 1.173  -0.16
C: 2.245 0.171 1.956  -0.06
C: 3.584 0.536 1.839  0.00
C: 4.016 1.614 2.594  0.00
C: 3.130 2.284 3.438  0.00
C: 1.799 1.888 3.570  -0.01
C: 1.351 0.821 2.817  -0.05
P: -0.230 -0.084 2.915  0.07
C: -0.131 -1.024 4.433  -0.07
C: 0.127 -2.391 4.358  0.01
C: 0.308 -3.124 5.523  0.01
C: 0.228 -2.490 6.753  0.00
C: -0.027 -1.124 6.831  0.00
C: -0.205 -0.386 5.674  0.00
C: -1.622 1.047 2.942  0.01
C: -1.756 1.964 1.747  0.06
C: -3.128 2.681 1.576  0.04
C: -4.186 2.340 2.577  0.00
C: -3.961 1.513 3.589  0.00
C: -2.662 0.835 3.754  0.00
H: 4.249 0.008 1.170  0.00
H: 5.045 1.940 2.526  0.00
H: 3.490 3.124 4.018  0.00
H: 1.146 2.403 4.265  0.00
H: 0.186 -2.893 3.398  0.00
H: 0.505 -4.186 5.468  0.00
H: 0.367 -3.061 7.662  0.00
H: -0.084 -0.635 7.794  0.00
H: -0.394 0.679 5.742  0.00
H: -0.912 2.656 1.689  -0.01
H: -3.039 3.766 1.514  0.00
H: -5.149 2.826 2.467  0.00
H: -4.736 1.312 4.316  0.00
H: -2.573 0.126 4.569  0.00
Cl: 0.499 2.848 -2.459  0.08
C: -0.857 2.553 -1.502  0.27
C: -2.006 3.359 -1.620  -0.07
C: -3.138 3.112 -0.909  0.25
Cl: -4.485 4.139 -1.089  0.06
C: -3.280 2.041 0.131  0.02
C: -4.493 1.186 -0.093  0.04
C: -4.447 -0.135 0.030  -0.01
C: -3.199 -0.808 0.386  -0.02
N: -2.069 -0.223 0.519  0.02
C: -1.968 1.237 0.354  -0.05
C: -0.828 1.438 -0.614  0.12
O: 0.115 0.626 -0.578  0.18
H: -1.985 4.190 -2.314  0.01
H: -5.421 1.681 -0.352  0.00
H: -5.326 -0.747 -0.119  0.00
H: -3.223 -1.881 0.549  0.00